Model P:
The following is a quantum chemistry calculation of 2 unconnected molecules or ions with the total composition C6H15N, from OMol25.

ORCA input file:
```
! RIJCOSX wB97M-V def2-TZVPD def2/J DEFGRID3
* xyz 0 1
C 1.883 -0.339 0.420
C 1.636 1.064 0.960
C 2.147 -0.317 -1.080
H 2.738 -0.784 0.935
H 1.007 -0.960 0.618
H 2.501 1.700 0.784
H 3.018 0.295 -1.307
H 2.327 -1.322 -1.455
H 1.444 1.036 2.031
H 0.776 1.508 0.465
H 1.288 0.098 -1.602
C -2.257 0.616 0.892
C -1.792 -0.265 -0.229
N -1.490 -1.565 0.163
C -1.613 0.170 -1.472
H -2.039 -1.922 0.930
H -1.390 -2.223 -0.596
H -1.548 0.572 1.718
H -2.349 1.645 0.560
H -3.227 0.281 1.261
H -1.286 -0.487 -2.259
H -1.774 1.198 -1.736
*
```

structure (SMILES)	C=C(C)N.CCC
frontier orbital gap	9.2977	eV
LUMO	1.0	eV

=====

Model Q:
The following is a quantum chemistry calculation of a molecular structure, C6H15N, from OMol25.

ORCA input file:
```
! RIJCOSX wB97M-V def2-TZVPD def2/J DEFGRID3
* xyz 0 1
C -0.772 -2.148 -0.575
C -1.163 -1.730 -1.960
C -0.848 -1.199 0.488
N -0.417 0.105 0.461
C 1.155 1.162 -1.133
C 1.019 0.131 0.003
C 1.994 0.337 1.181
H -1.687 -1.303 1.186
H -1.114 -3.126 -0.302
H -1.978 -1.000 -2.015
H -0.327 -1.189 -2.398
H -1.460 -2.593 -2.602
H -3.108 4.912 3.783
H -2.485 4.772 3.408
H 0.074 -1.994 0.573
H 2.134 1.198 -1.645
H 0.284 0.999 -1.762
H 1.097 2.155 -0.710
H 1.217 -0.827 -0.463
H 1.527 -0.070 2.098
H 3.015 -0.006 1.004
H 1.844 1.413 1.379
*
```

frontier orbital gap	7.2595	eV
LUMO	-0.3	eV

=====

Of them, the most stable is model P and the least stable is model Q.

=====

Model P:
The following is a quantum chemistry calculation of 2 unconnected molecules or ions with the total composition C13H19N, from OMol25.

ORCA input file:
```
! RIJCOSX wB97M-V def2-TZVPD def2/J DEFGRID3
* xyz 0 1
C -3.676 -1.697 0.024
C -1.867 0.034 0.882
C -3.077 -0.299 0.158
C -1.536 1.343 0.402
C -3.525 0.799 -0.476
C 0.026 0.173 2.294
C 0.358 1.363 1.670
C -1.079 -0.527 1.887
C -0.318 2.016 0.647
N -2.635 1.849 -0.288
H 0.815 -0.149 3.005
H 1.145 1.955 2.136
H -1.244 -1.529 2.331
H -0.071 2.970 0.210
H -4.716 -1.522 -0.266
H -3.534 -2.131 1.004
H -4.249 0.955 -1.281
H -2.754 2.817 -0.513
H -3.130 -2.243 -0.734
C 3.501 -1.168 -1.838
C 4.933 -1.669 -1.393
C 2.564 -1.485 -0.667
C 3.629 0.367 -1.977
H 3.199 -1.580 -2.831
H 5.212 -1.062 -0.518
H 2.220 -2.543 -0.720
H 3.142 -1.486 0.280
H 1.602 -0.979 -0.452
H 3.078 0.649 -2.876
H 3.400 0.820 -1.014
H 4.671 0.659 -2.133
H 5.628 -1.362 -2.177
H 5.002 -2.749 -1.325
*
```

structure (SMILES)	Cc1c[nH]c2ccccc12.CC(C)C
frontier orbital gap	8.7812	eV
LUMO	0.9	eV

=====

Model Q:
The following is a quantum chemistry calculation of a single C13H19N molecule, from OMol25.

ORCA input file:
```
! RIJCOSX wB97M-V def2-TZVPD def2/J DEFGRID3
* xyz 0 1
C 1.141 2.480 -0.814
C 2.277 1.375 -0.408
C 1.604 0.373 0.568
C 1.032 -0.857 -0.168
C -0.505 -0.937 -0.324
C -0.966 0.287 -1.354
C 0.144 0.709 -2.349
C 0.571 2.131 -2.166
C -1.143 -1.217 0.950
C -1.422 -2.550 1.276
C -1.874 -2.790 2.578
C -2.360 -1.863 3.349
C -1.542 -0.276 1.887
H 0.545 2.619 0.118
H 1.789 3.320 -0.945
H 3.283 1.913 -0.187
H 2.544 0.751 -1.313
H 2.396 0.040 1.336
H 0.712 1.019 1.024
H 1.288 -1.629 0.365
H 1.612 -0.934 -1.085
H -0.568 -1.909 -0.954
H -1.916 0.087 -1.969
H -1.224 1.049 -0.689
H 1.074 0.095 -2.287
H -0.161 0.646 -3.543
H -0.398 2.765 -2.423
H 1.404 2.282 -2.830
H -1.048 -3.259 0.523
H -1.975 -3.803 2.846
H -2.822 -2.070 4.261
H -1.199 0.718 1.786
N -2.293 -0.567 2.943
*
```

structure (SMILES)	c1cncc(C2CCCCCCC2)c1
frontier orbital gap	10.2035	eV
LUMO	0.8	eV

=====

Model R:
The following is a quantum chemistry calculation of 2 unconnected molecules or ions with the total composition C13H19N, from OMol25.

ORCA input file:
```
! RIJCOSX wB97M-V def2-TZVPD def2/J DEFGRID3
* xyz 0 1
C 0.163 0.291 -1.379
C -1.013 -0.536 -1.482
C 3.537 -0.042 -1.584
C 2.043 -1.127 1.529
C -3.147 1.299 -0.714
C 2.714 -1.046 -1.065
C 2.305 -0.936 0.274
C -0.156 0.706 -0.054
C -1.383 -0.223 -0.059
C 1.501 2.396 0.594
C -2.597 -2.420 0.671
C 0.004 1.944 0.755
C -1.457 -1.410 0.919
N -2.539 0.568 0.172
H 0.948 0.604 -2.067
H -1.196 -1.333 -2.165
H 3.948 -0.047 -2.543
H 3.761 0.803 -0.952
H 1.406 -0.362 1.958
H 2.287 -1.964 2.151
H -3.950 2.081 -0.330
H -2.975 1.301 -1.829
H 2.547 -1.949 -1.609
H 1.433 3.406 1.025
H 1.903 2.522 -0.422
H 2.229 1.797 1.200
H -2.666 -3.012 -0.248
H -3.565 -1.707 0.576
H -2.745 -3.173 1.476
H -0.765 2.707 0.431
H -0.327 1.723 1.729
H -0.459 -1.859 1.109
H -1.788 -1.002 1.933
*
```

frontier orbital gap (spin up / spin down)	7.4797 / 7.1785	eV
LUMO (spin up / spin down)	0.1 / 0.0	eV

=====

Of them, the most stable is model P and the least stable is model R.

=====

Model P:
The following is a quantum chemistry calculation of a single C13H19N molecule, from OMol25.

ORCA input file:
```
! RIJCOSX wB97M-V def2-TZVPD def2/J DEFGRID3
* xyz 0 1
C 0.044 -2.655 -3.869
C 0.992 -3.007 -2.775
C 0.094 -3.066 -1.452
C -0.085 -0.901 -0.385
C 0.282 -1.334 1.035
C 1.110 -0.163 1.780
C 0.310 1.269 1.715
C 0.889 2.277 2.408
C 0.377 3.572 2.231
C -0.630 3.835 1.345
C -1.134 2.816 0.476
C -0.640 1.474 0.645
C -1.031 0.280 -0.157
H -1.018 -3.286 -3.875
H -0.268 -1.483 -3.905
H 0.511 -2.943 -4.936
H 1.651 -3.809 -2.900
H 1.823 -2.257 -2.672
H 0.698 -3.505 -0.608
H -0.670 -3.884 -1.629
H -1.432 -2.098 -0.527
H 0.876 -0.685 -0.842
H -0.612 -1.540 1.539
H 0.841 -2.299 0.911
H 1.223 -0.414 2.866
H 2.054 0.049 1.284
H 1.689 2.168 3.101
H 0.680 4.291 3.035
H -1.043 4.744 1.175
H -1.899 2.983 -0.301
H -1.966 -0.094 0.019
H -1.277 0.689 -1.158
N -0.762 -1.859 -1.222
*
```

structure (SMILES)	CCCN[C@@H]1CCc2ccccc2C1
frontier orbital gap	9.7596	eV
LUMO	1.0	eV

=====

Model Q:
The following is a quantum chemistry calculation of a single C13H19N molecule, from OMol25.

ORCA input file:
```
! RIJCOSX wB97M-V def2-TZVPD def2/J DEFGRID3
* xyz 0 1
C -5.273 0.320 0.003
C -3.837 0.044 -0.347
C -2.812 0.368 0.748
C -1.619 -0.547 0.730
C 0.447 -0.290 -0.743
C 1.100 1.098 -0.349
C 2.569 0.615 -0.188
C 3.640 1.488 -0.011
C 4.882 0.994 0.302
C 5.060 -0.417 0.167
C 3.946 -1.305 0.086
C 2.637 -0.699 0.083
C 1.301 -1.418 -0.150
H -5.906 -0.205 -0.716
H -5.497 1.346 -0.233
H -5.617 -0.004 0.974
H -3.855 -1.023 -0.524
H -3.499 0.490 -1.303
H -3.248 0.375 1.872
H -2.422 1.340 0.613
H -1.009 -0.211 1.619
H -2.034 -1.494 0.944
H -1.482 -0.272 -1.270
H 0.503 -0.371 -1.825
H 0.921 1.758 -1.222
H 0.722 1.603 0.586
H 3.387 2.470 -0.134
H 5.680 1.655 0.494
H 6.028 -0.801 0.048
H 4.050 -2.345 0.307
H 0.868 -1.828 0.727
H 1.333 -2.308 -0.802
N -0.964 -0.425 -0.487
*
```

structure (SMILES)	CCCCNC1Cc2ccccc2C1
frontier orbital gap	8.9577	eV
LUMO	0.9	eV

=====

Model R:
The following is a quantum chemistry calculation of 2 unconnected molecules or ions with the total composition C13H19N, from OMol25.

ORCA input file:
```
! RIJCOSX wB97M-V def2-TZVPD def2/J DEFGRID3
* xyz 0 1
C -0.534 0.989 1.164
C -3.103 1.312 -1.613
C -1.744 1.046 -1.148
C -1.686 1.300 0.267
C -2.945 1.731 0.591
C -3.555 1.036 -2.918
C -2.601 0.502 -3.756
C -1.363 0.078 -3.334
C -0.913 0.407 -2.063
N -3.777 1.743 -0.501
H -4.595 1.194 -3.155
H -2.896 0.384 -4.798
H -4.525 2.422 -0.492
H -0.797 -0.642 -3.911
H -3.322 1.851 1.593
H 0.115 0.164 -1.802
H -0.798 0.098 1.739
H -0.170 1.655 1.966
H 0.396 0.953 0.605
C 2.427 -1.148 1.382
C 2.049 -2.604 1.262
C 2.823 -0.721 2.848
C 3.654 -0.712 0.573
H 1.517 -0.577 1.246
H 1.759 -3.021 2.236
H 2.683 -1.576 3.508
H 3.775 -0.199 2.961
H 2.199 0.112 3.184
H 3.566 -1.062 -0.473
H 3.640 0.379 0.445
H 4.643 -0.973 0.912
H 2.826 -3.306 0.936
H 1.250 -2.814 0.547
*
```

structure (SMILES)	Cc1c[nH]c2ccccc12.CC(C)C
frontier orbital gap	8.6630	eV
LUMO	0.8	eV

=====

Of them, the most stable is model R and the least stable is model P.

=====

Model P:
The following is a quantum chemistry calculation of 2 unconnected molecules or ions with the total composition C4H9NO, from OMol25.

ORCA input file:
```
! RIJCOSX wB97M-V def2-TZVPD def2/J DEFGRID3
* xyz 1 2
C 0.881 1.973 -1.677
C 0.783 0.636 -1.104
C 0.434 0.434 0.243
N 0.304 -0.791 0.783
C 1.197 -1.693 0.695
H 0.171 2.715 -1.320
H 1.865 2.443 -1.533
H 0.739 1.944 -2.761
H 0.801 -0.189 -1.779
H 0.611 1.264 0.919
H 2.075 -1.628 0.054
H 1.061 -2.658 1.167
H -1.877 -0.852 0.917
H -3.148 -0.979 1.750
O -2.814 -0.629 0.916
*
```

frontier orbital gap (spin up / spin down)	9.2820 / 6.2132	eV
LUMO (spin up / spin down)	-5.3 / -8.4	eV

=====

Model Q:
The following is a quantum chemistry calculation of a gas-phase ion, C4H9NO (charge +1), from OMol25.

ORCA input file:
```
! RIJCOSX wB97M-V def2-TZVPD def2/J DEFGRID3
* xyz 1 2
O 2.384 -0.387 0.757
C 1.517 -0.077 -0.001
C 0.025 -0.158 0.264
C -0.682 1.022 -0.451
C -2.209 1.004 -0.219
N -0.407 -1.453 -0.122
H 1.862 0.083 -1.035
H -0.077 -0.111 1.364
H -0.160 1.930 -0.157
H -0.526 0.897 -1.529
H -2.417 0.991 0.857
H -2.582 0.055 -0.592
H -2.714 1.875 -0.619
H -1.393 -1.678 0.006
H -0.080 -1.893 -0.986
*
```

frontier orbital gap (spin up / spin down)	11.1627 / 5.7725	eV
LUMO (spin up / spin down)	-4.3 / -9.2	eV

=====

Model R:
The following is a quantum chemistry calculation of a gas-phase ion, C4H9NO (charge +1), from OMol25.

ORCA input file:
```
! RIJCOSX wB97M-V def2-TZVPD def2/J DEFGRID3
* xyz 1 2
C -1.368 1.378 0.064
C -0.778 0.027 -0.153
N 0.675 0.028 -0.048
C 1.175 0.485 1.238
C 1.370 -1.021 -0.740
O -1.308 -0.981 -0.491
H -1.364 1.736 1.100
H -2.399 1.321 -0.283
H -0.843 2.107 -0.536
H 1.516 1.525 1.035
H 0.426 0.437 2.025
H 2.108 -0.048 1.464
H 2.417 -1.100 -0.455
H 1.189 -0.990 -1.815
H 0.881 -1.971 -0.462
*
```

frontier orbital gap (spin up / spin down)	12.6227 / 7.9181	eV
LUMO (spin up / spin down)	-3.6 / -8.2	eV

=====

Of them, the most stable is model R and the least stable is model P.

=====

Model P:
The following is a quantum chemistry calculation of a molecular structure, C3H2O3, from OMol25.

ORCA input file:
```
! RIJCOSX wB97M-V def2-TZVPD def2/J DEFGRID3
* xyz 0 1
C 0.278 -0.972 -0.063
C 0.535 0.299 -0.023
C -1.422 0.286 -0.103
O -2.405 0.955 -0.152
O -1.138 -1.001 -0.141
O 1.726 0.938 -0.165
H 0.615 -1.988 0.092
H 1.812 1.484 0.554
*
```

frontier orbital gap	10.1475	eV
LUMO	0.6	eV

=====

Model Q:
The following is a quantum chemistry calculation of a single C3H2O3 molecule, from OMol25.

ORCA input file:
```
! RIJCOSX wB97M-V def2-TZVPD def2/J DEFGRID3
* xyz 0 1
C -1.368 0.890 -0.353
C 1.259 0.104 -0.308
C 0.245 -0.532 0.198
O -1.029 -0.209 0.382
O -2.456 1.347 -0.409
O 2.323 0.360 -0.696
H -0.502 1.226 -0.872
H 0.544 -1.416 0.585
*
```

structure (SMILES)	O=C=COC=O
frontier orbital gap	9.1579	eV
LUMO	0.0	eV

=====

Of them, the most stable is model Q and the least stable is model P.

=====

Model P:
The following is a quantum chemistry calculation of a single C4H7NO3 molecule, from OMol25.

ORCA input file:
```
! RIJCOSX wB97M-V def2-TZVPD def2/J DEFGRID3
* xyz 0 1
O -2.762 0.027 -0.610
C -1.467 -0.005 -0.283
N -0.971 0.739 0.938
C 0.365 0.136 1.313
O 1.471 1.081 1.093
C 0.743 -1.109 0.317
C -0.158 -0.689 -0.996
O 0.479 0.301 -1.882
H -0.961 1.729 0.549
H 0.255 -0.032 2.466
H 1.241 1.766 0.389
H 0.403 -2.203 0.650
H 1.883 -0.953 0.042
H -0.279 -1.644 -1.663
H -0.240 0.858 -2.326
*
```

structure (SMILES)	O=C1N[C@H](O)C[C@@H]1O
frontier orbital gap	10.4826	eV
LUMO	0.3	eV

=====

Model Q:
The following is a quantum chemistry calculation of 2 unconnected molecules or ions with the total composition C4H7NO3, from OMol25.

ORCA input file:
```
! RIJCOSX wB97M-V def2-TZVPD def2/J DEFGRID3
* xyz 0 1
C 2.338 0.612 0.816
O 1.843 -0.488 1.573
C 0.711 -1.059 1.434
N -0.057 -1.917 1.443
H 1.531 1.227 0.419
H 2.960 1.204 1.485
H 2.976 0.214 0.024
C -2.105 -0.204 -0.124
C -1.005 0.248 -1.107
O -1.249 -0.174 -2.352
O -0.180 1.095 -0.876
H -0.664 0.269 -2.987
H -2.297 0.548 0.636
H -2.986 -0.425 -0.719
H -1.816 -1.150 0.334
*
```

structure (SMILES)	CC(=O)O.COC#N
frontier orbital gap	11.2014	eV
LUMO	0.6	eV

=====

Of them, the most stable is model Q and the least stable is model P.